Entry 1:
C21H25Cl2N2O | ωB97M-V/def2-TZVPD

The geometry in XYZ format:
```
51
Properties=species:S:1:pos:R:3:forces:R:3
Cl -5.517 0.454 1.294 -0.09 0.17 -0.16
C -3.918 0.025 1.724 0.88 -0.47 0.75
C -3.601 -1.331 1.893 0.10 0.22 -0.13
C -2.325 -1.694 2.292 0.39 0.42 0.18
C -1.352 -0.717 2.619 -0.84 0.38 -0.34
C -0.063 -1.197 3.107 -0.84 -1.23 -0.37
C 1.251 -0.727 2.669 1.15 0.42 -0.09
C 2.269 -1.715 2.563 -0.19 0.16 0.31
C 3.567 -1.425 2.174 -0.09 0.42 -0.10
C 3.903 -0.107 1.824 -0.74 -0.43 0.77
Cl 5.529 0.277 1.459 0.03 0.08 -0.12
C 2.924 0.891 1.877 -0.37 -0.37 0.01
C 1.603 0.576 2.237 0.60 -0.14 0.36
C -1.692 0.639 2.499 -0.56 -0.23 -0.20
C -2.960 1.004 2.028 -0.03 -0.17 0.05
H -4.353 -2.096 1.730 0.08 0.16 -0.14
H -2.052 -2.750 2.355 -0.18 0.27 0.06
H -0.053 -2.296 3.053 0.07 0.52 0.21
H 2.027 -2.747 2.807 0.01 0.16 0.06
H 4.333 -2.197 2.188 -0.18 0.12 -0.18
H 3.225 1.913 1.669 -0.25 -0.11 -0.16
H 0.873 1.373 2.195 0.07 -0.03 0.13
H -0.992 1.416 2.798 -0.27 -0.16 -0.09
H -3.244 2.047 1.928 0.14 -0.12 0.03
C 4.135 -6.659 6.117 -0.10 0.03 0.02
C 3.257 -5.476 6.555 0.03 0.08 -0.16
C 3.522 -4.245 5.683 -0.13 0.42 0.19
N 2.633 -3.092 6.005 0.16 0.03 -0.34
C 1.410 -2.905 5.454 0.93 -1.01 -0.44
C 0.817 -1.530 5.763 0.29 0.25 0.81
C 0.535 -1.399 7.289 0.36 0.08 0.66
C -0.894 -0.900 7.452 -0.59 0.27 -0.33
C -1.527 -0.919 6.026 -0.33 0.13 0.24
N -0.467 -1.388 5.043 0.78 -2.13 0.10
O 0.842 -3.766 4.759 0.19 1.33 0.87
H 3.956 -7.510 6.791 0.16 0.22 -0.30
H 3.883 -6.973 5.087 0.17 0.12 0.46
H 5.209 -6.398 6.159 -0.49 -0.15 -0.04
H 2.189 -5.739 6.475 0.39 0.07 0.12
H 3.486 -5.212 7.601 -0.22 -0.12 -0.29
H 4.550 -3.879 5.867 -0.42 -0.22 -0.26
H 3.405 -4.482 4.611 0.03 0.09 0.43
H 3.063 -2.305 6.493 -0.32 -0.45 -0.25
H 1.547 -0.735 5.494 -0.57 -0.50 -0.26
H 0.681 -2.321 7.880 0.00 0.15 -0.69
H 1.214 -0.672 7.740 0.09 -0.11 -0.17
H -1.461 -1.557 8.131 0.17 0.33 -0.36
H -0.942 0.119 7.872 0.10 -0.44 -0.21
H -2.299 -1.698 6.026 -0.05 0.53 -0.34
H -1.959 0.067 5.785 0.27 -0.56 -0.30
H -0.694 -2.421 4.882 0.22 1.51 -0.01
```
Positions in Å, forces in eV/Å.

## Properties
**Charge**: +1
**E_HOMO**: -11.97 eV
**Orbital gap**: 7.8 eV

---

Entry 2:
C21H25ClN2PSTl | ωB97M-V/def2-TZVPD

The geometry in XYZ format:
```
52
Properties=species:S:1:pos:R:3:forces:R:3
Tl 1.344 -0.140 1.741 0.81 0.90 -0.25
Cl 3.851 -0.619 2.185 -1.79 0.16 -0.30
P 0.146 0.214 -1.246 0.74 0.02 -2.52
C -0.583 1.765 -1.894 0.05 0.29 1.20
C -1.802 1.821 -2.601 -0.20 -0.02 -0.13
C -2.241 3.035 -3.147 0.22 -0.40 0.23
C -1.529 4.212 -2.911 0.12 -0.04 0.12
C -0.390 4.189 -2.099 0.16 -0.42 0.16
C 0.066 2.978 -1.571 0.07 0.30 -0.21
C 1.812 0.019 -2.026 0.08 0.02 0.74
C 2.517 -1.171 -1.741 0.08 0.03 0.11
C 3.811 -1.366 -2.221 -0.31 -0.12 0.10
C 4.432 -0.378 -2.990 -0.28 0.32 0.14
C 3.759 0.824 -3.246 -0.28 -0.27 0.11
C 2.456 1.023 -2.772 0.17 0.27 0.01
C -0.837 -1.137 -1.990 -0.33 -1.01 1.20
C -1.415 -2.112 -1.147 -0.12 0.24 -0.34
C -2.218 -3.123 -1.688 0.24 0.22 -0.05
C -2.427 -3.184 -3.069 -0.01 0.05 0.19
C -1.820 -2.251 -3.914 0.21 0.17 0.45
C -1.006 -1.242 -3.381 0.03 0.11 -0.21
H 2.054 -1.946 -1.121 0.14 0.17 -0.21
H 4.349 -2.283 -1.971 -0.24 0.28 -0.14
H 5.445 -0.529 -3.364 -0.29 0.06 0.13
H 4.263 1.612 -3.803 -0.23 -0.17 0.05
H 1.940 1.961 -2.983 0.22 -0.29 0.01
H -2.403 0.921 -2.736 0.22 0.25 -0.07
H -3.151 3.067 -3.745 0.22 -0.11 0.19
H -1.878 5.161 -3.330 0.12 -0.38 0.16
H 0.142 5.111 -1.870 -0.13 -0.21 -0.04
H 0.940 2.968 -0.915 -0.19 0.07 -0.25
H -1.238 -2.066 -0.069 -0.17 -0.03 -0.31
H -2.678 -3.858 -1.029 0.14 0.17 -0.18
H -3.068 -3.967 -3.486 0.28 0.32 0.15
H -1.981 -2.308 -4.988 0.12 0.05 0.22
H -0.510 -0.540 -4.054 -0.18 -0.15 0.19
H -2.628 1.139 1.172 -0.11 -0.41 0.00
H -2.870 0.422 1.174 0.15 0.40 -0.01
C -1.973 -0.666 6.017 -0.13 -0.09 0.38
N -1.182 0.443 5.487 0.75 0.30 -1.37
C -0.015 0.315 4.834 -1.00 -1.39 1.02
S 0.686 1.613 3.998 0.16 -0.12 -1.49
N 0.615 -0.906 4.889 0.58 1.03 -0.99
C 0.934 -1.511 6.175 0.21 -0.98 0.57
H -1.458 -1.609 5.839 -0.27 0.16 -0.01
H -2.955 -0.681 5.540 0.14 0.05 -0.09
H -2.134 -0.525 7.089 0.10 -0.11 -0.08
H -1.702 1.279 5.225 0.30 -0.09 0.45
H 1.445 -0.922 4.279 -0.52 0.16 0.80
H 0.780 -2.591 6.098 -0.08 0.12 0.22
H 1.991 -1.354 6.407 -0.22 0.17 0.07
H 0.310 -1.106 6.971 0.24 -0.06 -0.11
```
Positions in Å, forces in eV/Å.

## Properties
**Charge**: +2
**E_HOMO (alpha / beta)**: -14.60 / -14.60 eV
**Orbital gap (alpha / beta)**: 4.5 / 4.5 eV

---

Entry 3:
C21H25CrN6O5S | ωB97M-V/def2-TZVPD

The geometry in XYZ format:
```
59
Properties=species:S:1:pos:R:3:forces:R:3
Cr -0.666 -0.293 0.607 -0.06 -0.01 -0.01
O -1.241 1.780 0.618 0.00 -0.08 0.00
C -1.559 2.377 1.879 -0.02 0.01 0.00
C -1.747 1.293 2.928 0.01 0.01 0.00
N -0.794 0.155 2.791 0.00 -0.01 -0.01
C -1.511 -1.066 3.227 0.01 -0.01 0.00
C -2.645 -1.372 2.246 -0.06 0.08 0.02
O -3.603 -2.026 2.612 0.03 -0.02 -0.01
O -2.492 -0.848 1.066 0.04 -0.01 -0.01
C 0.424 0.346 3.615 0.00 -0.01 -0.01
C 1.794 0.104 2.976 0.00 -0.01 -0.02
O 2.598 -0.593 3.543 0.00 0.00 0.00
O 1.533 0.209 0.578 0.01 0.00 0.00
H -1.967 1.874 -0.022 0.01 0.02 0.01
H -0.733 3.034 2.130 0.00 -0.01 0.00
H -2.481 2.956 1.794 0.00 0.00 -0.01
H -1.664 1.730 3.929 0.00 -0.01 0.00
H -2.751 0.888 2.832 -0.01 -0.01 -0.01
H -0.816 -1.902 3.207 0.01 0.00 0.00
H -1.924 -0.938 4.233 0.00 0.00 -0.01
H 0.464 1.381 3.953 0.00 0.00 0.01
H 0.384 -0.309 4.487 0.00 0.00 0.00
C 4.123 -2.319 -0.092 -0.01 -0.01 0.01
C 3.457 -1.061 0.372 0.00 0.00 0.00
N 4.260 -0.110 0.905 0.00 0.01 0.00
N 3.597 0.866 1.474 0.01 -0.02 -0.01
C 2.172 0.912 1.719 0.01 0.05 0.02
S 1.729 2.609 1.865 0.02 -0.02 0.00
N 2.185 -0.988 0.155 0.00 -0.01 0.02
N -0.189 -2.138 0.855 -0.01 0.03 0.00
H 5.012 -2.070 -0.671 0.00 0.00 -0.01
H 3.434 -2.894 -0.706 0.01 0.00 0.00
H 4.430 -2.917 0.768 0.00 0.00 0.00
H 4.091 1.721 1.675 -0.01 0.01 0.00
H 0.623 -2.420 0.320 0.01 0.00 0.00
H -0.957 -2.754 0.607 -0.01 0.01 0.00
C -3.908 2.029 -3.367 0.00 0.00 0.00
C -2.709 1.732 -4.006 0.00 0.01 0.00
C -1.715 0.999 -3.386 0.00 0.00 0.01
C -1.867 0.519 -2.062 -0.02 -0.05 -0.02
C -3.116 0.785 -1.446 0.02 0.01 0.00
C -4.096 1.530 -2.086 0.00 0.00 0.01
N -0.893 -0.181 -1.398 0.01 0.03 0.03
C 0.276 -0.507 -2.134 0.00 -0.01 0.02
C 1.272 0.440 -2.369 -0.01 0.00 -0.02
C 2.442 0.085 -3.021 0.00 0.01 -0.02
C 2.635 -1.222 -3.453 0.01 0.01 0.00
C 1.643 -2.168 -3.231 -0.01 0.00 0.00
C 0.471 -1.811 -2.580 0.01 0.00 -0.02
H -4.677 2.608 -3.861 0.00 0.00 0.00
H -2.538 2.083 -5.018 0.00 0.00 0.00
H -0.803 0.791 -3.927 0.01 0.00 0.00
H -3.333 0.327 -0.490 0.00 0.00 0.00
H -5.036 1.699 -1.572 0.00 0.00 0.00
H 1.130 1.447 -1.996 0.00 0.00 0.00
H 3.216 0.827 -3.178 0.00 0.00 0.00
H 3.555 -1.501 -3.952 0.00 0.00 0.00
H 1.785 -3.190 -3.562 0.00 0.00 0.00
H -0.304 -2.541 -2.382 0.00 0.00 0.00
```
Positions in Å, forces in eV/Å.

## Properties
**Charge**: -1
**Multiplicity**: 5
**E_HOMO (alpha / beta)**: -4.43 / -4.61 eV
**Orbital gap (alpha / beta)**: 7.2 / 6.9 eV
**Energy above the lowest of the compared OMol25 structures with the same formula, charge and spin**: 0.0 kJ/mol

---

| no. | E_tot (Eh) |
| --- | --- |
| 1 | -1920.10967 |
| 2 | -2296.30637 |
| 3 | -2962.66947 |